# 1
Below is C2H5N3S as an isolated structure in a non-equilibrium geometry, with properties calculated with the ωB97M-V functional and the def2-TZVPD basis.

Cartesian coordinates (Å):
N 1.59 1.03 -0.13
N -0.64 0.19 0.52
H 2.09 -1.72 1.02
C -1.70 0.45 -0.41
H -0.82 -0.44 1.22
N 1.68 -1.33 0.15
S 2.86 -0.15 -0.38
H -1.39 1.45 -1.01
C 0.67 0.25 0.28
H -2.67 0.57 0.07
H -1.67 -0.32 -1.32

Results
Highest occupied orbital energy = -8.24 eV
Largest force on an atom = 5.2 eV/A
Energy above the lowest of the compared OMol25 structures with the same formula, charge and spin = 415.2 kJ/mol
2S+1 = 1

***

# 2
Below is C2H5N3S2 as an isolated structure in a non-equilibrium geometry, with properties calculated with the ωB97M-V functional and the def2-TZVPD basis.

Cartesian coordinates (Å):
H -0.89 1.76 -0.15
N 1.29 0.91 -0.19
N -0.59 0.07 1.61
H -0.87 -2.08 1.15
H 1.99 0.33 0.27
H 0.59 1.21 0.71
S -1.16 -1.92 -1.68
C -0.50 -0.94 0.82
H 0.89 -0.11 -2.02
N 0.63 -0.01 -1.09
S -1.06 1.70 1.19
C -0.32 -0.91 -0.62

Results
Highest occupied orbital energy = -8.77 eV
Largest force on an atom = 5.0 eV/A
Energy above the lowest of the compared OMol25 structures with the same formula, charge and spin = 473.2 kJ/mol
2S+1 = 1

***

# 3
Below is an isolated ion of composition C2H5N4 and charge +1 in a non-equilibrium geometry, with properties calculated with the ωB97M-V functional and the def2-TZVPD basis.

Cartesian coordinates (Å):
C -1.05 -0.80 -0.29
H 0.36 2.14 0.02
N -0.70 0.38 -0.64
N 1.20 -0.54 1.18
H -1.86 -1.53 -0.53
N 1.44 0.51 0.51
N 0.42 -1.46 1.09
H -0.04 -1.92 1.89
C 0.54 1.08 -0.39
H 0.98 1.22 -1.52
H -1.29 0.91 -1.32

Results
Charge = +1
Highest occupied orbital energy (alpha / beta) = -13.94 / -13.94 eV
Largest force on an atom = 5.0 eV/A
Energy above the lowest of the compared OMol25 structures with the same formula, charge and spin = 557.9 kJ/mol
2S+1 = 1

***

# 4
Below is C2H5N4P3 in the gas phase in a non-equilibrium geometry, with properties calculated with the ωB97M-V functional and the def2-TZVPD basis.

Cartesian coordinates (Å):
H -1.96 0.31 0.64
N 2.30 -1.31 0.66
C -1.15 -0.30 0.54
H -1.24 -1.16 1.19
P 1.65 0.45 1.33
H 1.83 1.68 -0.70
P 3.70 -1.61 0.06
N 0.12 0.36 0.59
N 2.41 1.28 0.02
H -0.52 0.16 -1.61
N 4.63 -0.21 -0.11
P 4.10 1.24 -0.39
C -0.22 -0.33 -0.63
H 0.19 -1.19 -0.93

Results
Highest occupied orbital energy = -8.64 eV
SMILES = C1CN1P1N=PN=PN1
Largest force on an atom = 4.3 eV/A
Energy above the lowest of the compared OMol25 structures with the same formula, charge and spin = 48.7 kJ/mol
2S+1 = 1

***

# 5
Below is C2H5N5 in the gas phase in a non-equilibrium geometry, with properties calculated with the ωB97M-V functional and the def2-TZVPD basis.

Cartesian coordinates (Å):
H 1.70 -1.16 -0.98
N -2.71 0.15 -0.02
H -1.67 1.93 -0.09
H 1.67 -1.07 0.93
C 1.80 -0.51 -0.04
C -0.50 0.08 -0.09
N -2.29 -1.07 0.00
H 0.94 1.33 0.55
N -1.57 0.89 -0.07
N 0.79 0.58 -0.10
N -0.91 -1.18 -0.04
H 2.76 0.03 -0.04

Results
Highest occupied orbital energy = -9.46 eV
SMILES = CNc1nnn[nH]1
Largest force on an atom = 2.1 eV/A
Energy above the lowest of the compared OMol25 structures with the same formula, charge and spin = 192.7 kJ/mol
2S+1 = 1

***

# 6
Below is C2H5N5 in the gas phase in a non-equilibrium geometry, with properties calculated with the ωB97M-V functional and the def2-TZVPD basis.

Cartesian coordinates (Å):
N -1.70 -0.90 -0.01
N -0.32 -0.59 -0.28
H 2.73 -0.73 0.22
C 0.05 0.80 0.00
C 1.75 -0.51 0.01
H -1.70 1.70 -0.05
N 0.77 -1.43 0.10
N -0.75 1.87 0.07
H 1.71 1.71 0.06
N 1.29 0.82 -0.20
H -1.92 -1.51 -0.78
H -1.92 -1.23 0.86

Results
Highest occupied orbital energy = -8.29 eV
SMILES = [H]/N=c1/[nH]cnn1N
Largest force on an atom = 10.3 eV/A
Energy above the lowest of the compared OMol25 structures with the same formula, charge and spin = 316.5 kJ/mol
2S+1 = 1

***

# 7
Below is a 4-piece molecular cluster, C2H5N5O overall in a non-equilibrium geometry, with properties calculated with the ωB97M-V functional and the def2-TZVPD basis.

Cartesian coordinates (Å):
H -2.53 -0.57 1.79
N 1.16 0.68 0.62
H -1.62 -2.13 -0.11
C 0.75 0.60 -0.59
O -1.27 -0.46 -1.57
N -0.73 -0.35 0.68
N -1.55 -1.48 1.28
H 0.67 -0.27 2.05
H 2.31 2.05 -0.91
C -0.65 0.04 -0.52
H 1.84 0.47 -2.49
N 1.44 1.18 -1.58
N 0.18 0.24 1.36

Results
Highest occupied orbital energy = -8.26 eV
Largest force on an atom = 9.9 eV/A
Energy above the lowest of the compared OMol25 structures with the same formula, charge and spin = 963.3 kJ/mol
2S+1 = 1

***

# 8
Below is C2H5N5O as an isolated structure in a non-equilibrium geometry, with properties calculated with the ωB97M-V functional and the def2-TZVPD basis.

Cartesian coordinates (Å):
H 3.17 0.49 -0.60
N 1.33 0.78 -0.10
H 1.15 -1.80 -0.31
H -1.07 -2.75 0.21
H -1.05 2.11 1.13
N 0.29 -1.30 -0.11
N -1.38 1.80 0.08
N -1.91 -0.65 0.08
O 2.40 -0.02 0.31
C 0.28 0.11 -0.07
C -1.05 -1.61 0.13
N -0.98 0.47 -0.12
H -1.18 2.36 -0.63

Results
Highest occupied orbital energy = -7.92 eV
Largest force on an atom = 8.3 eV/A
Energy above the lowest of the compared OMol25 structures with the same formula, charge and spin = 540.1 kJ/mol
2S+1 = 1

***

# 9
Below is C2H5N5O in the gas phase in a non-equilibrium geometry, with properties calculated with the ωB97M-V functional and the def2-TZVPD basis.

Cartesian coordinates (Å):
H -2.55 1.07 -0.64
H 2.68 1.63 0.72
H -1.47 -1.85 1.06
N 0.79 1.11 0.51
H 1.92 2.17 -0.73
H -0.37 -3.07 0.50
N -0.59 -2.09 0.63
O 0.95 -1.43 -0.92
N -0.15 1.35 -0.33
N 1.83 1.90 0.24
C 0.02 -1.17 -0.18
N -2.16 0.14 -0.43
C -0.89 0.23 -0.42

Results
Highest occupied orbital energy (alpha / beta) = -9.39 / -9.39 eV
SMILES = [H]/N=C(\N=N\N)C(N)=O
Largest force on an atom = 4.9 eV/A
Energy above the lowest of the compared OMol25 structures with the same formula, charge and spin = 183.1 kJ/mol
2S+1 = 1

***

# 10
Below is C2H5N5O in the gas phase in a non-equilibrium geometry, with properties calculated with the ωB97M-V functional and the def2-TZVPD basis.

Cartesian coordinates (Å):
N 0.51 -0.35 0.96
H 1.72 1.13 1.06
H -0.67 1.18 2.07
N 1.84 0.26 0.57
N 1.70 0.49 -0.66
N -0.18 0.11 1.97
H -0.16 -0.17 3.11
O -2.12 -0.35 -1.48
C 0.66 0.21 -1.30
H 0.28 0.53 -2.22
N -1.48 -0.51 -0.21
H -3.09 0.00 -1.33
C -0.30 -0.18 -0.26

Results
Highest occupied orbital energy = -8.63 eV
SMILES = Nn1[nH]nc/c1=N\O
Largest force on an atom = 9.7 eV/A
Energy above the lowest of the compared OMol25 structures with the same formula, charge and spin = 668.3 kJ/mol
2S+1 = 1

***

# 11
Below is a 2-piece molecular cluster, C2H5NO overall in a non-equilibrium geometry, with properties calculated with the ωB97M-V functional and the def2-TZVPD basis.

Cartesian coordinates (Å):
H 1.32 1.27 -0.74
C 0.60 -0.61 -0.04
O -2.33 -0.75 -0.03
C 0.69 0.87 -0.04
H -0.46 -0.95 0.07
N -2.72 0.35 0.03
H 0.55 1.44 0.85
H 1.16 -0.86 -0.95
H 1.19 -0.75 0.86

Results
Highest occupied orbital energy (alpha / beta) = -7.90 / -8.89 eV
Largest force on an atom = 2.8 eV/A
Energy above the lowest of the compared OMol25 structures with the same formula, charge and spin = 536.1 kJ/mol
2S+1 = 1

***

# 12
Below is a 2-piece molecular cluster, C2H5NO overall in a non-equilibrium geometry, with properties calculated with the ωB97M-V functional and the def2-TZVPD basis.

Cartesian coordinates (Å):
C -0.66 -0.31 1.26
C 0.37 0.06 -0.92
H 1.17 0.70 -0.56
H -1.51 -0.53 1.89
H -0.11 0.64 -1.74
O -2.23 -1.15 -0.79
H 0.35 -0.02 1.69
N -0.68 -0.27 -0.05
H 0.97 -0.93 -1.28

Results
Highest occupied orbital energy (alpha / beta) = -9.43 / -9.38 eV
Largest force on an atom = 5.5 eV/A
Energy above the lowest of the compared OMol25 structures with the same formula, charge and spin = 632.8 kJ/mol
2S+1 = 1

***

# 13
Below is C2H5NO as an isolated structure in a non-equilibrium geometry, with properties calculated with the ωB97M-V functional and the def2-TZVPD basis.

Cartesian coordinates (Å):
N -0.80 0.23 0.08
C 0.28 0.86 0.81
H 1.18 0.20 0.81
O 0.90 -1.80 -0.49
H -0.88 -1.70 -1.56
H 0.80 1.73 0.18
C -0.10 -1.34 -0.79
H -0.16 1.29 1.73
H -1.23 0.53 -0.76

Results
Highest occupied orbital energy = -9.09 eV
Largest force on an atom = 5.8 eV/A
Energy above the lowest of the compared OMol25 structures with the same formula, charge and spin = 324.7 kJ/mol
2S+1 = 1

***

# 14
Below is C2H5NO as an isolated structure in a non-equilibrium geometry, with properties calculated with the ωB97M-V functional and the def2-TZVPD basis.

Cartesian coordinates (Å):
C -0.35 0.00 0.87
H 1.24 0.13 -1.01
H 0.03 -1.02 -1.58
N -0.72 0.54 -0.32
H -1.03 -0.03 1.73
H 0.04 0.65 -2.28
C 0.21 0.05 -1.38
H 0.03 1.15 0.28
O 0.68 -0.61 1.09

Results
Highest occupied orbital energy = -10.19 eV
Largest force on an atom = 5.3 eV/A
Energy above the lowest of the compared OMol25 structures with the same formula, charge and spin = 291.0 kJ/mol
2S+1 = 1

***

# 15
Below is a 2-piece molecular cluster, C2H5NO overall in a non-equilibrium geometry, with properties calculated with the ωB97M-V functional and the def2-TZVPD basis.

Cartesian coordinates (Å):
H 1.47 0.03 -0.46
C 0.97 -0.79 -0.57
H 1.09 -1.67 -0.10
H 0.30 -0.89 -1.43
O -0.37 0.79 1.56
C -0.83 0.04 0.54
N -0.84 1.41 0.32
H -1.67 -0.55 0.50
H -0.12 1.63 -0.36

Results
Highest occupied orbital energy = -8.85 eV
Largest force on an atom = 8.0 eV/A
Energy above the lowest of the compared OMol25 structures with the same formula, charge and spin = 653.0 kJ/mol
2S+1 = 1

***

# 16
Below is C2H5NO in the gas phase in a non-equilibrium geometry, with properties calculated with the ωB97M-V functional and the def2-TZVPD basis.

Cartesian coordinates (Å):
H 2.20 -0.36 0.06
O 0.66 1.07 -1.08
C 0.33 0.26 -0.23
H -1.25 0.53 -1.09
N 1.26 -0.49 0.41
H 1.10 -1.08 1.20
C -1.16 0.10 -0.07
H -1.55 -0.89 0.21
H -1.60 0.85 0.59

Results
Highest occupied orbital energy = -9.81 eV
SMILES = CC(N)=O
Largest force on an atom = 2.0 eV/A
Energy above the lowest of the compared OMol25 structures with the same formula, charge and spin = 56.2 kJ/mol
2S+1 = 1

***

# 17
Below is C2H5NO in the gas phase in a non-equilibrium geometry, with properties calculated with the ωB97M-V functional and the def2-TZVPD basis.

Cartesian coordinates (Å):
C -0.49 0.93 -0.03
H -0.80 0.93 -1.02
H 1.03 -1.98 0.12
C 0.15 -1.35 -0.02
N 0.43 -0.12 0.04
H -0.91 -1.55 0.04
O 2.02 0.45 -0.08
H -1.35 0.75 0.61
H -0.08 1.95 0.33

Results
Highest occupied orbital energy (alpha / beta) = -6.49 / -9.36 eV
Largest force on an atom = 4.5 eV/A
Energy above the lowest of the compared OMol25 structures with the same formula, charge and spin = 180.7 kJ/mol
⟨S²⟩ = 2.013
2S+1 = 3

***

# 18
Below is C2H5NO2 in the gas phase in a non-equilibrium geometry, with properties calculated with the ωB97M-V functional and the def2-TZVPD basis.

Cartesian coordinates (Å):
H 1.35 -1.29 0.08
C 1.32 -0.15 0.06
N -0.05 0.18 -0.39
O -2.27 0.04 0.01
C -1.18 -0.58 -0.14
H -1.37 1.49 0.43
H 1.60 0.32 1.01
O -0.40 1.58 -0.14
H -1.06 -1.72 -0.17
H 2.06 0.13 -0.75

Results
Highest occupied orbital energy = -9.65 eV
SMILES = CN(O)C=O
Largest force on an atom = 4.1 eV/A
Energy above the lowest of the compared OMol25 structures with the same formula, charge and spin = 297.9 kJ/mol
2S+1 = 1

***

# 19
Below is C2H5NO2 in the gas phase in a non-equilibrium geometry, with properties calculated with the ωB97M-V functional and the def2-TZVPD basis.

Cartesian coordinates (Å):
N 1.07 -1.36 -0.89
C -0.72 0.70 0.96
O -0.91 -0.18 -0.15
H 0.91 -1.75 0.04
H -0.23 1.62 0.66
H 0.01 0.08 -2.10
H -1.70 0.94 1.38
H -0.14 0.18 1.72
C 0.19 -0.21 -1.07
O 1.52 -0.03 -0.55

Results
Highest occupied orbital energy = -9.83 eV
SMILES = CO[C@@H]1NO1
Largest force on an atom = 3.4 eV/A
Energy above the lowest of the compared OMol25 structures with the same formula, charge and spin = 383.2 kJ/mol
2S+1 = 1

***

# 20
Below is C2H5NO2 in the gas phase, with properties calculated with the ωB97M-V functional and the def2-TZVPD basis.

Cartesian coordinates (Å):
C -0.06 -0.46 -1.03
C 1.07 0.05 0.88
H -1.68 -0.69 -2.19
H -0.50 -0.13 1.98
O 0.36 0.56 -0.24
H 1.47 0.93 1.40
O 0.23 -0.71 1.69
N -1.15 -0.02 -1.66
H -1.55 0.89 -1.48
H 1.86 -0.63 0.55

Results
Highest occupied orbital energy = -8.82 eV
Largest force on an atom = 0.7 eV/A
Energy above the lowest of the compared OMol25 structures with the same formula, charge and spin = 232.6 kJ/mol
2S+1 = 1